1.
Formula: C16H31BaNOP2
Source: the Open Molecules 2025 dataset
Level of theory: ωB97M-V with the def2-TZVPD basis set

```
! wB97M-V def2-TZVPD RIJCOSX def2/J DEFGRID3
* xyz 0 1
P 0.67 -1.26 -1.25
P 1.73 1.86 -0.95
C 0.82 -0.11 -2.71
C 1.91 0.93 -2.56
H -0.15 0.40 -2.80
H 0.94 -0.72 -3.62
H 2.91 0.44 -2.58
H 1.89 1.68 -3.36
C 0.16 2.78 -1.17
H 0.03 3.40 -0.26
H -0.71 2.11 -1.25
H 0.18 3.45 -2.05
C 2.96 3.17 -1.27
H 2.65 3.65 -2.21
H 3.98 2.77 -1.39
H 2.96 3.91 -0.46
C -0.20 -2.59 -2.16
H -0.18 -3.57 -1.66
H 0.30 -2.68 -3.13
H -1.25 -2.31 -2.33
C 2.28 -2.10 -0.92
H 3.16 -1.46 -1.14
H 2.38 -3.01 -1.55
H 2.26 -2.44 0.14
Ba 3.33 0.43 0.84
C -2.47 1.49 1.01
C -3.39 1.11 0.11
C -4.08 -0.20 -0.07
C -4.04 -1.16 1.15
C -2.93 -2.15 1.10
C -1.63 -1.87 1.05
C -0.97 -0.54 1.22
C -1.70 0.61 1.98
C 2.50 -1.63 2.52
H -2.25 2.57 1.06
H -3.75 1.89 -0.59
H -3.73 -0.72 -0.97
H -5.15 0.01 -0.30
H -4.05 -0.58 2.09
H -4.96 -1.76 1.11
H -3.23 -3.22 1.09
H -0.93 -2.69 0.84
H -0.69 -0.15 0.22
H 0.03 -0.67 1.68
H -2.27 0.25 2.86
H -0.89 1.27 2.40
H 3.46 -1.38 3.03
H 2.48 -2.70 2.26
H 1.68 -1.43 3.21
O 1.94 1.39 4.85
C 2.64 1.64 3.92
N 3.36 1.86 2.97
*
```

Summary:
Orbital gap in Ha: 0.2121

Mulliken atomic charge list, values in e, 4 entries: number 1, P, carries 1.195; number 2, P, carries 0.079; number 3, C, carries -1.202; number 4, C, carries -0.832


2.
Formula: C38H31Cl2CoN3O5S2
Source: the Open Molecules 2025 dataset
Level of theory: ωB97M-V with the def2-TZVPD basis set

```
! wB97M-V def2-TZVPD RIJCOSX def2/J DEFGRID3
* xyz -1 1
Co -0.32 -0.27 -0.39
C -1.48 -1.83 3.29
C -1.30 -0.87 2.16
N -0.27 -0.91 1.39
N 0.84 -1.65 1.80
C 1.86 -1.28 1.12
S 1.83 -0.11 -0.14
S 3.44 -1.99 1.54
C 3.63 -1.36 3.24
C 2.69 -1.95 4.25
C 1.67 -1.18 4.81
C 0.80 -1.73 5.74
C 0.94 -3.05 6.13
C 1.95 -3.83 5.57
C 2.82 -3.28 4.65
C -2.28 0.20 1.94
C -3.49 0.20 2.66
C -4.39 1.24 2.58
C -4.06 2.34 1.78
C -2.89 2.38 1.06
C -1.97 1.30 1.09
O -0.90 1.40 0.35
H -0.60 -2.47 3.39
H -2.34 -2.46 3.05
H -1.67 -1.32 4.23
H 3.54 -0.27 3.22
H 4.66 -1.61 3.49
H 1.55 -0.15 4.49
H 0.01 -1.12 6.16
H 0.26 -3.48 6.86
H 2.06 -4.87 5.86
H 3.59 -3.89 4.20
H -3.72 -0.65 3.28
H -5.32 1.21 3.13
H -4.75 3.17 1.71
H -2.64 3.22 0.43
Cl -3.97 0.51 -6.61
C -2.87 0.47 -5.26
C -1.55 0.90 -5.44
C -0.67 0.90 -4.39
Cl 0.96 1.44 -4.63
C -1.04 0.46 -3.07
O -0.21 0.52 -2.13
C -2.38 0.00 -2.95
C -2.86 -0.56 -1.72
O -2.22 -0.76 -0.69
C -3.28 0.02 -4.04
H -1.22 1.23 -6.41
H -3.92 -0.86 -1.72
H -4.30 -0.32 -3.89
C 0.47 -6.71 4.06
C 0.71 -6.29 2.63
C 1.98 -5.89 2.24
C 2.21 -5.46 0.94
C 1.19 -5.46 0.01
C -0.09 -5.89 0.38
N -1.13 -6.00 -0.55
C -1.16 -5.39 -1.80
C -1.59 -6.14 -2.89
C -1.63 -5.60 -4.17
C -1.20 -4.29 -4.37
C -0.79 -3.54 -3.29
C -0.81 -4.04 -1.99
C -0.64 -3.07 -0.83
O -1.14 -3.33 0.26
O -0.01 -2.00 -1.16
C -0.34 -6.28 1.71
C -1.75 -6.62 2.11
H 1.42 -6.81 4.58
H -0.06 -7.66 4.12
H -0.12 -5.97 4.60
H 2.79 -5.89 2.96
H 3.19 -5.12 0.65
H 1.37 -5.14 -1.00
H -1.75 -6.77 -0.42
H -1.89 -7.18 -2.73
H -1.98 -6.20 -5.00
H -1.19 -3.87 -5.37
H -0.47 -2.51 -3.41
H -2.45 -5.98 1.57
H -1.91 -6.46 3.18
H -2.01 -7.66 1.90
*
```

Summary:
Orbital gap in Ha: 0.2659
ΔE to the lowest compared entry with this formula, charge and spin in kJ/mol: 17.6

Mulliken atomic charge list, values in e, 4 entries: number 1, Co, carries 0.054; number 2, C, carries -2.024; number 3, C, carries 1.838; number 4, N, carries 0.882


3.
Formula: C54H148O26
Source: the Open Molecules 2025 dataset
Level of theory: ωB97M-V with the def2-TZVPD basis set

```
! wB97M-V def2-TZVPD RIJCOSX def2/J DEFGRID3
* xyz 0 1
C -2.20 -1.65 -6.19
C -1.45 -2.85 -6.77
C -2.03 -3.27 -8.07
O -0.12 -2.42 -7.11
H -3.23 -1.93 -5.96
H -2.27 -0.82 -6.89
H -1.73 -1.22 -5.30
H -1.43 -3.64 -6.02
H -1.45 -4.01 -8.62
H -2.13 -2.48 -8.82
H -2.97 -3.79 -7.91
H 0.39 -3.14 -7.49
C 2.91 -4.97 2.16
C 2.31 -3.47 2.15
C 0.79 -3.58 2.39
O 2.80 -2.92 3.30
H 2.36 -5.45 1.35
H 2.60 -5.49 3.07
H 3.99 -4.99 2.10
H 2.57 -2.94 1.23
H 0.30 -4.38 1.83
H 0.26 -2.67 2.13
H 0.46 -3.77 3.41
H 2.21 -2.27 3.67
C -4.14 -6.09 -2.68
C -4.56 -5.20 -3.89
C -4.76 -3.74 -3.54
O -3.54 -5.30 -4.91
H -4.85 -6.04 -1.85
H -3.19 -5.79 -2.23
H -4.06 -7.12 -3.01
H -5.47 -5.65 -4.29
H -3.91 -3.28 -3.04
H -5.72 -3.65 -3.02
H -4.99 -3.18 -4.44
H -4.03 -5.17 -5.72
C -4.13 1.75 -1.14
C -3.33 0.65 -1.84
C -2.39 1.27 -2.84
O -2.60 -0.02 -0.82
H -3.49 2.43 -0.58
H -4.85 1.32 -0.44
H -4.68 2.38 -1.84
H -3.94 -0.07 -2.39
H -1.75 2.03 -2.39
H -2.96 1.69 -3.67
H -1.81 0.51 -3.35
H -3.24 -0.57 -0.36
C -3.70 -3.52 -0.11
C -5.04 -2.83 -0.03
C -5.91 -3.51 1.08
O -4.91 -1.47 0.44
H -3.90 -4.56 -0.34
H -3.10 -3.39 0.79
H -3.11 -3.12 -0.95
H -5.63 -2.84 -0.94
H -5.30 -3.61 1.98
H -6.15 -4.56 0.88
H -6.76 -2.87 1.27
H -5.76 -1.06 0.28
C 1.43 2.08 -3.75
C 2.65 1.16 -4.00
C 2.27 -0.33 -3.81
O 3.00 1.34 -5.33
H 1.70 3.14 -3.84
H 1.06 1.95 -2.74
H 0.69 1.72 -4.46
H 3.48 1.44 -3.36
H 3.16 -0.93 -3.99
H 1.47 -0.59 -4.51
H 1.90 -0.50 -2.80
H 2.27 0.96 -5.81
C 2.52 -0.47 6.24
C 1.22 -0.08 5.40
C 1.41 1.05 4.42
O 0.78 -1.26 4.76
H 3.29 -1.01 5.70
H 2.40 -1.06 7.15
H 3.02 0.48 6.40
H 0.56 0.19 6.23
H 1.81 1.82 5.09
H 0.49 1.49 4.03
H 2.17 0.93 3.66
H -0.09 -1.10 4.41
C -0.09 -4.91 -0.98
C 0.36 -4.38 -2.31
C -0.69 -3.67 -3.12
O 1.41 -3.49 -2.09
H -0.85 -5.70 -1.02
H -0.49 -4.14 -0.31
H 0.71 -5.41 -0.44
H 0.89 -5.13 -2.89
H -1.27 -2.93 -2.56
H -1.31 -4.45 -3.57
H -0.21 -3.11 -3.92
H 1.09 -2.60 -1.96
C -1.95 3.33 5.30
C -2.93 2.65 6.26
C -2.51 1.19 6.86
O -3.25 3.46 7.42
H -2.36 3.94 4.49
H -1.26 2.63 4.84
H -1.30 3.99 5.87
H -3.90 2.44 5.81
H -3.37 0.62 7.21
H -1.71 1.25 7.60
H -1.95 0.65 6.10
H -3.99 3.02 7.86
C 5.64 2.93 2.99
C 6.33 4.23 3.34
C 6.53 5.12 2.16
O 5.43 4.89 4.20
H 6.04 2.10 3.57
H 5.97 2.67 1.98
H 4.56 2.86 3.04
H 7.24 4.00 3.89
H 7.36 4.72 1.57
H 6.77 6.14 2.45
H 5.66 5.17 1.50
H 4.57 4.98 3.79
C 7.78 -1.96 2.97
C 6.58 -2.92 3.12
C 6.02 -2.92 4.61
O 5.50 -2.63 2.25
H 8.74 -2.38 3.27
H 7.65 -1.10 3.62
H 7.84 -1.61 1.94
H 6.95 -3.92 2.92
H 6.74 -3.30 5.34
H 5.09 -3.50 4.66
H 5.82 -1.92 5.00
H 4.68 -2.90 2.68
C -0.22 5.12 -2.07
C -0.54 6.64 -2.18
C -0.08 7.29 -3.44
O -1.90 6.72 -2.02
H 0.84 5.03 -2.32
H -0.72 4.48 -2.78
H -0.39 4.78 -1.05
H -0.08 7.06 -1.29
H 0.97 7.08 -3.63
H -0.14 8.37 -3.35
H -0.74 7.12 -4.30
H -1.97 6.37 -1.13
C -9.01 1.13 -0.81
C -7.63 0.79 -0.29
C -7.36 1.45 1.04
O -7.56 -0.62 -0.04
H -9.78 1.08 -0.04
H -9.23 0.30 -1.47
H -9.00 2.03 -1.42
H -6.90 0.98 -1.07
H -7.42 2.53 0.92
H -6.42 1.11 1.47
H -8.18 1.29 1.75
H -8.14 -1.01 -0.70
C -2.47 -2.49 3.64
C -2.53 -1.08 3.01
C -3.58 -0.15 3.60
O -1.26 -0.48 3.22
H -1.99 -3.22 2.99
H -3.47 -2.91 3.68
H -1.96 -2.50 4.61
H -2.75 -1.05 1.94
H -3.72 -0.36 4.66
H -4.44 -0.11 2.93
H -3.26 0.89 3.66
H -1.27 0.39 2.81
C -3.25 5.08 1.67
C -4.46 5.41 0.76
O -5.61 4.69 1.16
O -2.08 5.74 1.22
H -3.06 4.00 1.65
H -3.47 5.40 2.69
H -4.19 5.28 -0.29
H -4.77 6.45 0.85
H -6.29 4.77 0.49
H -1.45 5.46 1.88
C 3.42 -3.70 -5.19
C 3.83 -3.87 -6.64
O 3.93 -5.26 -6.91
O 2.05 -3.38 -5.07
H 4.02 -2.91 -4.74
H 3.59 -4.53 -4.51
H 4.83 -3.47 -6.77
H 3.22 -3.26 -7.30
H 4.50 -5.33 -7.68
H 1.71 -3.43 -4.17
C 5.79 2.65 -1.53
C 4.43 2.90 -0.89
O 3.84 3.98 -1.63
O 6.70 3.65 -1.21
H 5.68 2.51 -2.61
H 6.21 1.69 -1.23
H 4.38 3.00 0.20
H 3.76 2.09 -1.15
H 4.21 4.86 -1.50
H 6.19 4.46 -1.14
C 5.40 -0.80 -0.72
C 5.04 -2.22 -1.14
O 5.80 -3.11 -0.38
O 4.92 -0.38 0.47
H 5.04 -0.14 -1.51
H 6.48 -0.67 -0.64
H 5.13 -2.33 -2.22
H 3.98 -2.38 -0.92
H 5.86 -2.86 0.55
H 5.28 -0.89 1.20
C 0.53 0.97 0.46
C 0.75 -0.52 0.04
O 0.10 -0.82 -1.11
O -0.77 1.31 1.05
H 0.64 1.51 -0.48
H 1.30 1.25 1.18
H 0.61 -1.17 0.91
H 1.82 -0.59 -0.13
H -0.85 -0.67 -1.11
H -1.55 1.07 0.55
C 0.83 4.17 2.91
C 2.10 4.37 2.19
O 3.01 5.09 2.90
O 0.05 5.39 2.84
H 0.84 3.80 3.93
H 0.25 3.45 2.34
H 1.95 4.81 1.20
H 2.51 3.37 2.05
H 2.56 5.88 3.20
H 0.51 6.03 3.38
*
```

Summary:
Orbital gap in Ha: 0.3366

Mulliken atomic charge list, values in e, 4 entries: number 1, C, carries -0.973; number 2, C, carries 1.226; number 3, C, carries -1.493; number 4, O, carries -0.543


4.
Formula: C36H66Cl12N6
Source: the Open Molecules 2025 dataset
Level of theory: ωB97M-V with the def2-TZVPD basis set

```
! wB97M-V def2-TZVPD RIJCOSX def2/J DEFGRID3
* xyz 0 1
C -8.57 -14.87 9.38
C -9.74 -14.19 10.12
C -10.73 -13.50 9.15
C -10.06 -12.38 8.46
N -9.58 -11.45 7.91
H -8.04 -15.62 9.98
H -7.85 -14.17 8.94
H -8.87 -15.52 8.55
H -9.34 -13.43 10.79
H -10.37 -14.80 10.77
H -11.46 -12.98 9.77
H -11.18 -14.18 8.43
C -17.56 -7.57 6.78
C -18.71 -6.99 7.61
C -20.03 -7.74 7.47
C -20.04 -9.15 7.80
N -20.12 -10.30 8.03
H -17.27 -8.59 7.06
H -16.71 -6.90 6.90
H -17.82 -7.61 5.73
H -18.82 -5.93 7.39
H -18.43 -7.10 8.66
H -20.41 -7.65 6.45
H -20.79 -7.28 8.11
C -23.50 -13.63 1.26
C -23.60 -12.35 2.14
C -24.50 -11.24 1.59
C -24.42 -11.12 0.09
N -24.33 -11.04 -1.07
H -22.97 -13.42 0.34
H -24.50 -14.02 1.11
H -22.95 -14.46 1.72
H -22.60 -11.92 2.24
H -23.99 -12.60 3.13
H -24.17 -10.31 2.06
H -25.51 -11.40 1.96
C -16.80 -20.97 3.67
C -17.07 -21.80 4.84
C -18.53 -22.20 5.01
C -18.83 -23.16 6.10
N -19.07 -23.85 6.99
H -15.78 -20.59 3.62
H -17.52 -20.18 3.47
H -16.91 -21.61 2.79
H -16.64 -21.34 5.73
H -16.51 -22.74 4.75
H -18.89 -22.68 4.10
H -19.11 -21.28 5.08
C -10.98 -16.98 4.10
C -10.01 -17.67 3.09
C -8.99 -16.72 2.38
C -8.41 -15.76 3.35
N -7.98 -15.02 4.16
H -10.59 -16.84 5.11
H -11.89 -17.55 4.30
H -11.34 -16.03 3.70
H -10.64 -18.08 2.29
H -9.52 -18.56 3.48
H -9.47 -16.14 1.60
H -8.15 -17.27 1.95
C -20.87 -4.88 -3.79
C -20.98 -5.97 -2.72
C -19.80 -6.97 -2.75
C -19.79 -7.76 -1.50
N -19.75 -8.43 -0.57
H -20.80 -5.26 -4.81
H -19.90 -4.39 -3.63
H -21.57 -4.06 -3.64
H -21.91 -6.55 -2.78
H -21.05 -5.45 -1.76
H -18.84 -6.45 -2.77
H -19.80 -7.63 -3.61
Cl -14.55 -20.79 12.89
C -15.18 -20.34 11.29
C -14.56 -19.03 10.87
Cl -15.37 -17.69 11.68
H -16.27 -20.29 11.37
H -14.88 -21.15 10.61
H -14.65 -18.94 9.78
H -13.55 -19.02 11.27
Cl -18.06 -14.99 -2.81
C -18.19 -13.31 -3.46
C -16.96 -12.44 -3.14
Cl -15.45 -13.06 -3.87
H -19.04 -12.86 -2.96
H -18.44 -13.31 -4.52
H -16.75 -12.45 -2.07
H -16.99 -11.40 -3.48
Cl -23.26 -19.07 9.22
C -21.85 -18.03 9.77
C -21.78 -16.79 8.93
Cl -21.39 -17.11 7.25
H -20.91 -18.59 9.78
H -21.97 -17.73 10.81
H -21.08 -16.05 9.32
H -22.70 -16.20 9.02
Cl -10.73 -16.76 -4.27
C -11.10 -18.12 -3.24
C -12.55 -18.18 -2.84
Cl -13.54 -18.40 -4.25
H -10.39 -18.11 -2.42
H -10.80 -19.03 -3.76
H -12.90 -17.30 -2.30
H -12.72 -19.01 -2.16
Cl -16.43 -14.74 5.73
C -17.08 -13.45 4.63
C -17.44 -14.19 3.35
Cl -15.97 -14.47 2.34
H -16.34 -12.65 4.53
H -17.98 -12.98 5.02
H -18.19 -13.67 2.75
H -17.94 -15.14 3.53
Cl -12.47 -6.55 2.50
C -12.33 -8.33 2.38
C -13.50 -8.93 1.55
Cl -13.64 -8.33 -0.14
H -12.28 -8.70 3.41
H -11.39 -8.67 1.93
H -14.44 -8.63 2.02
H -13.52 -10.02 1.51
*
```

Summary:
Orbital gap in Ha: 0.3871
ΔE to the lowest compared entry with this formula, charge and spin in kJ/mol: 192.1

Mulliken atomic charge list, values in e, 4 entries: number 1, C, carries -1.053; number 2, C, carries -0.430; number 3, C, carries -0.322; number 4, C, carries 0.190


Taking the records one at a time from the top gives highest occupied orbital energy values of -6.4; -4.9; -9.2; -10.7 eV.